# 1
C35H26N2O11S | wB97M-V/def2-TZVPD

CARTESIAN COORDINATES (ANGSTROEM)
C  4.68  -3.37  -1.11
C  3.71  -2.80  -2.24
C  3.98  -1.26  -2.52
C  3.20  -0.27  -1.57
O  4.02  0.82  -1.07
C  4.06  1.86  -2.01
O  4.64  1.73  -3.07
O  4.33  -3.43  -3.44
S  3.21  -3.77  -4.59
O  2.97  -2.80  -5.65
O  3.54  -5.05  -5.19
O  1.84  -3.74  -3.66
C  2.24  -3.37  -2.30
N  1.12  -2.55  -1.82
N  2.10  -4.69  -1.58
C  1.74  -4.50  -0.40
O  1.72  -4.10  0.69
H  5.72  -3.10  -1.41
H  4.38  -3.03  -0.08
H  4.59  -4.50  -1.20
H  5.08  -1.10  -2.31
H  3.85  -1.05  -3.62
H  2.63  -0.79  -0.74
H  2.39  0.22  -2.20
H  3.61  2.88  -1.83
H  0.28  -3.04  -2.16
H  1.08  -1.65  -2.33
O  -4.43  -5.45  5.13
C  -4.03  -5.02  4.07
C  -4.94  -4.95  2.89
C  -6.26  -5.35  3.02
C  -7.13  -5.25  1.94
C  -6.67  -4.74  0.73
C  -5.35  -4.36  0.59
C  -4.47  -4.46  1.67
C  -3.05  -4.06  1.51
O  -2.64  -3.69  0.42
C  -2.16  -4.11  2.68
C  -0.83  -3.71  2.55
C  0.01  -3.72  3.66
C  -0.47  -4.14  4.89
C  -1.78  -4.56  5.03
C  -2.63  -4.56  3.92
H  -6.62  -5.74  3.97
H  -8.16  -5.56  2.04
H  -7.35  -4.65  -0.11
H  -4.99  -3.97  -0.36
H  -0.45  -3.37  1.59
H  1.04  -3.40  3.55
H  0.19  -4.14  5.76
H  -2.15  -4.89  5.99
O  1.56  4.88  -1.12
C  0.83  5.78  -0.75
C  0.91  7.12  -1.38
C  1.81  7.35  -2.41
C  1.86  8.59  -3.03
C  1.01  9.61  -2.62
C  0.12  9.39  -1.58
C  0.07  8.15  -0.95
C  -0.88  7.94  0.17
O  -1.57  8.85  0.58
C  -0.97  6.59  0.79
C  -1.87  6.37  1.82
C  -1.99  5.10  2.38
C  -1.20  4.06  1.91
C  -0.28  4.28  0.89
C  -0.16  5.55  0.33
H  2.47  6.55  -2.74
H  2.56  8.76  -3.84
H  1.04  10.57  -3.12
H  -0.54  10.19  -1.26
H  -2.49  7.18  2.19
H  -2.70  4.93  3.18
H  -1.30  3.07  2.34
H  0.33  3.46  0.53

Highest occupied orbital energy   -9.95 eV
LUMO energy   -1.2 eV
Frontier orbital gap   8.732 eV
Spin multiplicity   1
SMILES   C[C@@]1(CCOC=O)OS(=O)(=O)O[C@@]1(N)N=C=O.O=C1c2ccccc2C(=O)c2ccccc21.O=C1c2ccccc2C(=O)c2ccccc21
Energy above the lowest of the compared OMol25 structures with the same formula, charge and spin   0.0 kJ/mol
Charge   0

Löwdin charges in e: atom 1 (C): 0.018, atom 2 (C): -0.355, atom 3 (C): -0.064, atom 4 (C): -0.176, atom 5 (O): -0.076, atom 6 (C): -0.278, atom 7 (O): 0.092, atom 8 (O): -0.191, atom 9 (S): 0.700, atom 10 (O): -0.259, atom 11 (O): -0.245, atom 12 (O): -0.139, atom 13 (C): -0.445, atom 14 (N): 0.125, atom 15 (N): 0.180, atom 16 (C): -0.274, atom 17 (O): 0.188, atom 18 (H): 0.103, atom 19 (H): 0.102, atom 20 (H): 0.104, atom 21 (H): 0.141, atom 22 (H): 0.133, atom 23 (H): 0.130, atom 24 (H): 0.128, atom 25 (H): 0.155, atom 26 (H): 0.119, atom 27 (H): 0.098, atom 28 (O): 0.105, atom 29 (C): -0.279, atom 30 (C): -0.083, atom 31 (C): 0.001, atom 32 (C): -0.056, atom 33 (C): -0.057, atom 34 (C): 0.000, atom 35 (C): -0.084, atom 36 (C): -0.278, atom 37 (O): 0.096, atom 38 (C): -0.081, atom 39 (C): -0.007, atom 40 (C): -0.055, atom 41 (C): -0.054, atom 42 (C): 0.001, atom 43 (C): -0.084, atom 44 (H): 0.121, atom 45 (H): 0.108, atom 46 (H): 0.108, atom 47 (H): 0.120, atom 48 (H): 0.099, atom 49 (H): 0.107, atom 50 (H): 0.108, atom 51 (H): 0.121, atom 52 (O): 0.087, atom 53 (C): -0.276, atom 54 (C): -0.084, atom 55 (C): 0.001, atom 56 (C): -0.055, atom 57 (C): -0.054, atom 58 (C): 0.002, atom 59 (C): -0.083, atom 60 (C): -0.279, atom 61 (O): 0.107, atom 62 (C): -0.083, atom 63 (C): 0.002, atom 64 (C): -0.055, atom 65 (C): -0.056, atom 66 (C): -0.001, atom 67 (C): -0.084, atom 68 (H): 0.120, atom 69 (H): 0.109, atom 70 (H): 0.109, atom 71 (H): 0.122, atom 72 (H): 0.122, atom 73 (H): 0.109, atom 74 (H): 0.108, atom 75 (H): 0.118



# 2
C35H27Br2Cl76F2NO6PS | wB97M-V/def2-TZVPD

CARTESIAN COORDINATES (ANGSTROEM)
C  -0.82  7.38  1.65
C  -0.39  6.37  0.91
C  -0.07  4.95  0.25
C  -0.79  3.68  0.96
C  -1.48  2.59  -0.08
C  -2.94  3.11  -0.62
O  -4.05  2.28  -0.15
C  -4.98  3.13  0.60
O  -6.16  2.37  1.04
C  -5.77  1.63  2.26
C  -6.61  0.23  2.21
O  -5.72  -0.86  1.79
C  -1.49  1.38  1.03
N  -0.09  1.38  1.64
P  -0.33  0.26  3.03
O  0.39  -1.10  2.99
C  0.96  0.76  0.78
Br  0.37  -0.89  -0.25
C  1.64  1.62  -0.41
C  3.27  1.52  -0.26
Br  1.26  0.91  -2.27
C  0.06  2.84  2.11
C  1.60  3.37  2.39
C  2.51  2.35  3.24
F  1.67  4.65  3.06
S  -0.79  3.43  3.65
O  -1.13  4.92  3.66
O  -2.10  2.77  4.01
F  0.15  3.24  5.08
H  -1.24  8.18  2.38
H  -0.51  4.99  -0.83
H  1.06  4.86  0.11
H  -1.78  4.18  1.32
H  -0.93  2.41  -1.07
H  -2.92  3.08  -1.79
H  -3.15  4.21  -0.34
H  -4.51  3.59  1.55
H  -5.40  3.98  -0.08
H  -6.03  2.23  3.22
H  -4.65  1.37  2.26
H  -7.47  0.31  1.44
H  -7.08  0.02  3.26
H  -5.32  -1.19  2.64
H  -2.36  1.80  1.70
H  -1.97  0.37  0.74
H  0.03  0.82  4.32
H  -1.75  -0.02  3.13
H  1.85  0.37  1.42
H  1.40  2.74  -0.43
H  3.71  2.33  0.43
H  3.71  1.65  -1.33
H  3.58  0.46  0.09
H  2.18  3.55  1.39
H  3.16  1.67  2.55
H  3.30  3.01  3.80
H  1.96  1.76  4.07
C  -1.52  -3.98  -2.52
Cl  -3.04  -3.23  -3.04
Cl  -1.87  -5.40  -1.51
Cl  -0.59  -4.49  -3.95
Cl  -0.56  -2.80  -1.59
C  -1.52  -8.98  -3.16
Cl  -1.24  -10.45  -4.12
Cl  0.04  -8.34  -2.59
Cl  -2.34  -7.76  -4.16
Cl  -2.55  -9.38  -1.76
C  -5.41  -4.69  0.79
Cl  -5.07  -3.29  -0.25
Cl  -7.17  -4.82  1.05
Cl  -4.83  -6.17  -0.01
Cl  -4.59  -4.50  2.35
C  -1.17  7.22  6.42
Cl  -0.93  8.71  7.36
Cl  -2.54  7.45  5.31
Cl  0.30  6.87  5.48
Cl  -1.52  5.87  7.52
C  2.39  -4.94  -6.65
Cl  3.80  -5.65  -5.83
Cl  0.93  -5.88  -6.25
Cl  2.18  -3.26  -6.12
Cl  2.65  -4.98  -8.41
C  3.29  2.56  7.59
Cl  3.53  4.04  8.54
Cl  1.91  2.78  6.48
Cl  4.76  2.21  6.65
Cl  2.95  1.20  8.69
C  2.08  6.00  -3.33
Cl  2.05  4.33  -2.70
Cl  0.79  6.95  -2.55
Cl  3.66  6.74  -2.98
Cl  1.81  5.97  -5.09
C  -7.20  -9.84  0.12
Cl  -5.71  -10.04  -0.82
Cl  -7.34  -11.15  1.31
Cl  -7.17  -8.27  0.97
Cl  -8.60  -9.89  -0.97
C  -4.85  6.03  -2.95
Cl  -6.09  4.91  -2.35
Cl  -3.51  6.13  -1.77
Cl  -4.22  5.44  -4.50
Cl  -5.56  7.64  -3.17
C  7.40  -6.06  -7.43
Cl  5.75  -5.65  -7.95
Cl  8.51  -5.93  -8.83
Cl  7.92  -4.94  -6.16
Cl  7.43  -7.73  -6.81
C  -5.83  -11.33  -4.68
Cl  -5.86  -12.99  -4.06
Cl  -7.11  -10.38  -3.89
Cl  -4.25  -10.59  -4.33
Cl  -6.09  -11.35  -6.44
C  4.07  -2.29  10.95
Cl  2.54  -1.54  10.42
Cl  3.71  -3.69  11.98
Cl  4.99  -2.81  9.53
Cl  5.02  -1.10  11.87
C  1.09  10.59  -4.38
Cl  1.56  12.28  -4.12
Cl  2.47  9.53  -4.03
Cl  -0.27  10.17  -3.31
Cl  0.59  10.37  -6.08
C  7.08  -9.79  -3.47
Cl  5.84  -10.92  -2.88
Cl  8.40  -9.69  -2.29
Cl  7.71  -10.36  -5.03
Cl  6.35  -8.18  -3.68
C  -2.81  -1.20  -6.94
Cl  -1.95  0.36  -6.99
Cl  -1.89  -2.34  -5.94
Cl  -4.43  -0.96  -6.25
Cl  -2.95  -1.84  -8.59
C  7.98  -0.24  7.57
Cl  8.84  1.31  7.52
Cl  8.88  -1.39  8.59
Cl  6.36  0.00  8.26
Cl  7.84  -0.90  5.93
C  6.50  2.17  -2.99
Cl  6.34  0.55  -3.70
Cl  4.90  2.94  -2.91
Cl  7.17  2.04  -1.35
Cl  7.58  3.16  -3.99
C  -4.27  -11.26  3.84
Cl  -3.99  -12.73  2.88
Cl  -2.72  -10.62  4.41
Cl  -5.09  -10.04  2.84
Cl  -5.30  -11.66  5.24
C  5.31  13.43  -4.83
Cl  5.01  12.55  -3.31
Cl  4.61  15.06  -4.72
Cl  7.06  13.55  -5.11
Cl  4.55  12.55  -6.18

Highest occupied orbital energy   -11.79 eV
LUMO energy   -4.3 eV
Frontier orbital gap   7.458 eV
Spin multiplicity   1
Charge   +1

Here are the Löwdin charges for atoms 1 to 99, given in e: atom 1 (C): 0.100, atom 2 (C): -0.101, atom 3 (C): -0.172, atom 4 (C): -0.177, atom 5 (C): -0.124, atom 6 (C): -0.173, atom 7 (O): -0.139, atom 8 (C): -0.212, atom 9 (O): -0.135, atom 10 (C): -0.152, atom 11 (C): -0.180, atom 12 (O): -0.167, atom 13 (C): -0.160, atom 14 (N): -0.287, atom 15 (P): 0.835, atom 16 (O): -0.395, atom 17 (C): -0.556, atom 18 (Br): 0.676, atom 19 (C): -0.656, atom 20 (C): -0.154, atom 21 (Br): 0.632, atom 22 (C): -0.272, atom 23 (C): -0.241, atom 24 (C): -0.056, atom 25 (F): -0.040, atom 26 (S): 0.845, atom 27 (O): -0.334, atom 28 (O): -0.307, atom 29 (F): -0.403, atom 30 (H): 0.067, atom 31 (H): 0.096, atom 32 (H): 0.088, atom 33 (H): 0.150, atom 34 (H): 0.113, atom 35 (H): 0.148, atom 36 (H): 0.054, atom 37 (H): 0.151, atom 38 (H): 0.089, atom 39 (H): 0.139, atom 40 (H): 0.111, atom 41 (H): 0.140, atom 42 (H): 0.133, atom 43 (H): 0.088, atom 44 (H): 0.128, atom 45 (H): 0.140, atom 46 (H): 0.064, atom 47 (H): 0.085, atom 48 (H): 0.108, atom 49 (H): 0.041, atom 50 (H): 0.085, atom 51 (H): -0.019, atom 52 (H): 0.107, atom 53 (H): 0.141, atom 54 (H): 0.094, atom 55 (H): 0.108, atom 56 (H): 0.028, atom 57 (C): -1.923, atom 58 (Cl): 0.507, atom 59 (Cl): 0.516, atom 60 (Cl): 0.463, atom 61 (Cl): 0.403, atom 62 (C): -2.010, atom 63 (Cl): 0.512, atom 64 (Cl): 0.517, atom 65 (Cl): 0.497, atom 66 (Cl): 0.486, atom 67 (C): -1.992, atom 68 (Cl): 0.518, atom 69 (Cl): 0.523, atom 70 (Cl): 0.480, atom 71 (Cl): 0.519, atom 72 (C): -2.009, atom 73 (Cl): 0.531, atom 74 (Cl): 0.522, atom 75 (Cl): 0.537, atom 76 (Cl): 0.526, atom 77 (C): -1.984, atom 78 (Cl): 0.481, atom 79 (Cl): 0.500, atom 80 (Cl): 0.511, atom 81 (Cl): 0.524, atom 82 (C): -1.959, atom 83 (Cl): 0.547, atom 84 (Cl): 0.633, atom 85 (Cl): 0.498, atom 86 (Cl): 0.498, atom 87 (C): -1.974, atom 88 (Cl): 0.493, atom 89 (Cl): 0.524, atom 90 (Cl): 0.519, atom 91 (Cl): 0.551, atom 92 (C): -1.982, atom 93 (Cl): 0.475, atom 94 (Cl): 0.497, atom 95 (Cl): 0.477, atom 96 (Cl): 0.519, atom 97 (C): -1.990, atom 98 (Cl): 0.570, atom 99 (Cl): 0.547



We obtain DFT total energy values of -73053.0090, -1167828.5075 eV for the records listed above, in that order.